Entry 1:
{
  "formula": "C33H96N12O12",
  "method": "ωB97M-V with the def2-TZVPD basis set",
  "elements": ["C", "O", "C", "C", "C", "N", "H", "H", "H", "H", "H", "H", "H", "H", "H", "H", "H", "C", "O", "C", "C", "C", "N", "H", "H", "H", "H", "H", "H", "H", "H", "H", "H", "H", "C", "O", "C", "C", "C", "N", "H", "H", "H", "H", "H", "H", "H", "H", "H", "H", "H", "C", "O", "C", "C", "C", "N", "H", "H", "H", "H", "H", "H", "H", "H", "H", "H", "H", "C", "O", "C", "C", "C", "N", "H", "H", "H", "H", "H", "H", "H", "H", "H", "H", "H", "C", "O", "C", "C", "C", "N", "H", "H", "H", "H", "H", "H", "H", "H", "H", "H", "H", "N", "C", "N", "O", "H", "H", "H", "H", "N", "C", "N", "O", "H", "H", "H", "H", "N", "C", "N", "O", "H", "H", "H", "H", "C", "C", "O", "H", "H", "H", "H", "H", "H", "C", "C", "O", "H", "H", "H", "H", "H", "H", "C", "C", "O", "H", "H", "H", "H", "H", "H"],
  "positions_angstrom": [[-3.15, 1.65, 7.24], [-2.52, 2.55, 6.30], [-1.89, 1.94, 5.21], [-0.77, 2.89, 4.77], [-1.33, 4.21, 4.37], [0.22, 2.32, 3.86], [-4.16, 2.05, 7.51], [-2.50, 1.46, 8.06], [-3.42, 0.71, 6.77], [-1.41, 1.03, 5.55], [-2.55, 1.65, 4.35], [-0.21, 3.01, 5.73], [-0.51, 4.93, 4.32], [-2.05, 4.49, 5.15], [-1.76, 4.08, 3.37], [-0.29, 2.07, 3.00], [0.51, 1.37, 4.16], [-4.96, 3.90, -1.67], [-4.46, 2.60, -1.80], [-5.27, 1.62, -1.23], [-4.83, 0.32, -1.84], [-5.25, 0.24, -3.28], [-5.34, -0.83, -1.14], [-5.10, 4.28, -0.61], [-5.90, 4.04, -2.17], [-4.18, 4.50, -2.18], [-5.22, 1.63, -0.15], [-6.32, 1.76, -1.51], [-3.71, 0.27, -1.79], [-5.14, -0.74, -3.70], [-4.79, 1.04, -3.87], [-6.30, 0.55, -3.35], [-5.47, -0.62, -0.16], [-6.21, -1.14, -1.54], [-1.74, -0.43, -5.19], [-0.42, -0.81, -5.25], [-0.19, -2.21, -5.11], [1.21, -2.56, -5.48], [1.49, -2.27, -6.97], [1.34, -4.00, -5.04], [-1.81, 0.55, -5.63], [-2.09, -0.45, -4.17], [-2.42, -1.10, -5.76], [-0.35, -2.44, -4.06], [-0.87, -2.75, -5.77], [1.87, -2.02, -4.77], [1.40, -1.22, -7.23], [0.78, -2.89, -7.62], [2.52, -2.60, -7.17], [2.27, -4.33, -5.30], [0.81, -4.72, -5.51], [-1.77, 3.51, -4.00], [-0.66, 3.13, -4.77], [0.36, 2.43, -4.10], [1.51, 2.36, -5.03], [2.51, 1.48, -4.41], [1.98, 3.67, -5.38], [-1.46, 4.12, -3.13], [-2.42, 2.67, -3.67], [-2.41, 4.19, -4.60], [0.56, 3.06, -3.22], [0.08, 1.45, -3.69], [1.03, 1.80, -5.87], [2.87, 1.84, -3.41], [3.46, 1.35, -4.93], [2.06, 0.48, -4.26], [2.61, 3.58, -6.19], [1.23, 4.21, -5.85], [2.40, -0.70, -0.95], [2.47, -2.04, -0.53], [1.72, -2.94, -1.34], [2.45, -4.23, -1.33], [3.83, -4.19, -2.01], [1.44, -5.21, -1.74], [2.88, -0.51, -1.92], [3.03, -0.11, -0.27], [1.40, -0.26, -0.97], [0.70, -2.99, -0.97], [1.59, -2.60, -2.41], [2.68, -4.41, -0.27], [4.51, -3.37, -1.73], [3.73, -4.27, -3.09], [4.39, -5.02, -1.61], [1.73, -6.12, -1.46], [1.32, -5.19, -2.74], [1.23, -0.33, 2.18], [0.29, 0.49, 1.51], [-0.99, -0.16, 1.38], [-1.91, 0.72, 0.49], [-1.14, 0.90, -0.82], [-2.10, 1.94, 1.23], [1.37, -1.17, 1.47], [0.88, -0.76, 3.14], [2.11, 0.26, 2.28], [-0.76, -1.17, 0.87], [-1.34, -0.26, 2.40], [-2.88, 0.27, 0.40], [-0.17, 1.33, -0.58], [-1.67, 1.52, -1.53], [-1.05, -0.04, -1.34], [-2.99, 2.31, 0.95], [-1.43, 2.66, 0.97], [-2.75, -2.64, -1.79], [-2.99, -3.52, -2.88], [-2.21, -4.67, -2.74], [-3.76, -3.29, -3.79], [-2.33, -3.01, -0.95], [-3.47, -2.00, -1.46], [-1.55, -4.58, -2.00], [-1.92, -5.21, -3.54], [0.13, -5.10, 0.85], [-0.71, -4.12, 1.26], [-0.49, -3.74, 2.64], [-1.58, -3.56, 0.59], [0.32, -5.19, -0.13], [1.05, -4.96, 1.38], [-1.21, -3.15, 2.99], [-0.02, -4.29, 3.31], [5.38, 2.66, 4.55], [4.03, 2.32, 4.40], [3.23, 3.34, 4.13], [3.69, 1.11, 4.50], [6.03, 1.90, 4.43], [5.64, 3.60, 4.24], [3.49, 4.26, 3.76], [2.29, 3.04, 3.90], [2.19, -0.16, 7.84], [1.11, 0.26, 6.90], [1.25, -0.15, 5.55], [2.00, 0.28, 8.87], [3.21, 0.11, 7.56], [2.08, -1.22, 8.07], [1.05, 1.38, 6.88], [0.14, -0.12, 7.28], [2.08, 0.21, 5.28], [1.47, 4.44, -0.54], [1.33, 3.88, 0.84], [0.23, 4.49, 1.47], [0.48, 4.28, -0.99], [2.12, 3.86, -1.20], [1.66, 5.52, -0.62], [2.28, 4.08, 1.41], [1.24, 2.73, 0.81], [0.23, 4.27, 2.40], [3.52, -3.47, 4.04], [4.27, -2.54, 3.12], [4.12, -3.00, 1.81], [2.45, -3.38, 3.81], [3.74, -3.25, 5.12], [3.85, -4.53, 3.85], [5.32, -2.57, 3.42], [3.86, -1.53, 3.22], [3.59, -2.36, 1.29]],
  "total_charge": 0,
  "spin_multiplicity": 1,
  "e_tot_ev": -78228.3333,
  "e_lumo_ev": 0.55,
  "largest_force_ev_per_a": 3.4,
  "smiles": "COC[C@H](C)N.COC[C@H](C)N.COC[C@H](C)N.COC[C@H](C)N.COC[C@H](C)N.COC[C@H](C)N.NC(N)=O.NC(N)=O.NC(N)=O.CCO.CCO.CCO",
  "orbital_gap_ev": 9.6013
}

Entry 2:
{
  "formula": "C33H98N6O13",
  "method": "ωB97M-V with the def2-TZVPD basis set",
  "elements": ["C", "C", "O", "H", "H", "H", "H", "H", "H", "C", "C", "O", "H", "H", "H", "H", "H", "H", "C", "O", "H", "H", "H", "H", "C", "O", "H", "H", "H", "H", "C", "O", "H", "H", "H", "H", "C", "O", "H", "H", "H", "H", "C", "O", "H", "H", "H", "H", "C", "C", "C", "O", "C", "N", "H", "H", "H", "H", "H", "H", "H", "H", "H", "H", "H", "C", "C", "C", "O", "C", "N", "H", "H", "H", "H", "H", "H", "H", "H", "H", "H", "H", "C", "C", "C", "O", "C", "N", "H", "H", "H", "H", "H", "H", "H", "H", "H", "H", "H", "C", "C", "C", "O", "C", "N", "H", "H", "H", "H", "H", "H", "H", "H", "H", "H", "H", "C", "C", "C", "O", "C", "N", "H", "H", "H", "H", "H", "H", "H", "H", "H", "H", "H", "C", "C", "C", "O", "C", "N", "H", "H", "H", "H", "H", "H", "H", "H", "H", "H", "H"],
  "positions_angstrom": [[3.74, 0.01, 6.12], [4.68, -1.11, 5.82], [4.32, -1.61, 4.57], [3.97, 0.32, 7.14], [2.77, -0.51, 6.07], [3.80, 0.83, 5.45], [4.65, -1.89, 6.57], [5.75, -0.70, 5.72], [4.95, -2.28, 4.33], [-2.18, 0.98, 3.97], [-3.52, 1.52, 4.54], [-4.54, 0.58, 4.29], [-2.03, 0.06, 4.49], [-1.33, 1.64, 4.06], [-2.37, 0.72, 2.94], [-3.75, 2.55, 4.25], [-3.44, 1.60, 5.63], [-4.49, 0.21, 3.36], [-0.15, 6.21, 1.24], [0.41, 5.55, 0.07], [-0.95, 6.84, 0.94], [-0.42, 5.47, 1.96], [0.46, 6.94, 1.76], [1.37, 5.45, 0.27], [-3.41, 1.89, -1.81], [-2.09, 2.11, -2.43], [-3.62, 2.73, -1.19], [-4.16, 1.99, -2.64], [-3.67, 0.93, -1.31], [-1.35, 2.07, -1.78], [-0.51, -3.44, -4.42], [0.02, -2.13, -4.65], [-1.01, -3.52, -3.44], [-1.17, -3.66, -5.24], [0.30, -4.20, -4.36], [-0.55, -1.76, -5.29], [3.19, -2.63, -0.05], [2.46, -2.95, -1.20], [3.51, -1.59, 0.01], [2.45, -2.79, 0.76], [4.11, -3.22, -0.03], [2.58, -2.17, -1.78], [-3.76, -4.65, -2.75], [-3.80, -3.21, -2.85], [-3.63, -5.01, -3.76], [-2.95, -4.95, -2.10], [-4.72, -5.02, -2.39], [-3.46, -2.84, -2.00], [1.22, 3.16, -2.48], [2.23, 2.06, -2.09], [2.65, 1.18, -3.29], [3.22, -0.06, -2.72], [3.81, -0.97, -3.64], [3.43, 2.71, -1.51], [0.81, 3.72, -1.61], [0.41, 2.74, -3.04], [1.78, 3.91, -3.08], [1.86, 1.38, -1.30], [3.37, 1.75, -3.87], [1.86, 0.96, -3.98], [3.10, -1.47, -4.33], [4.31, -1.78, -3.01], [4.64, -0.47, -4.19], [4.09, 1.95, -1.26], [3.90, 3.20, -2.31], [-0.34, -1.50, -8.40], [-1.01, -0.17, -8.32], [-0.70, 0.46, -6.91], [-1.41, -0.31, -5.98], [-1.78, 0.40, -4.75], [-0.42, 0.67, -9.38], [-0.71, -2.10, -7.57], [0.74, -1.41, -8.21], [-0.55, -1.96, -9.34], [-2.05, -0.20, -8.47], [-1.01, 1.53, -6.91], [0.42, 0.50, -6.79], [-0.84, 0.57, -4.20], [-2.41, -0.24, -4.15], [-2.25, 1.40, -4.90], [-0.14, 0.11, -10.17], [-0.88, 1.52, -9.67], [1.19, -4.27, 3.37], [0.51, -3.03, 4.02], [0.66, -3.01, 5.56], [-0.03, -1.96, 6.22], [-1.46, -2.06, 6.21], [0.92, -1.74, 3.38], [0.65, -5.19, 3.62], [2.20, -4.35, 3.74], [1.10, -4.18, 2.27], [-0.59, -3.14, 3.78], [1.76, -2.89, 5.76], [0.28, -3.94, 5.83], [-1.85, -2.95, 6.70], [-1.86, -2.09, 5.21], [-1.84, -1.16, 6.70], [1.93, -1.60, 3.40], [0.52, -1.02, 3.99], [3.67, 4.66, 2.84], [3.49, 3.87, 1.52], [2.43, 2.84, 1.77], [2.86, 1.81, 2.70], [3.66, 0.84, 2.11], [3.04, 4.86, 0.47], [2.78, 5.26, 3.03], [4.55, 5.35, 2.74], [3.71, 3.97, 3.68], [4.36, 3.38, 1.17], [2.02, 2.43, 0.84], [1.62, 3.33, 2.29], [3.95, 0.17, 2.89], [4.59, 1.27, 1.77], [3.07, 0.38, 1.36], [3.17, 4.40, -0.39], [3.63, 5.71, 0.46], [-0.38, -0.87, -1.66], [0.16, -0.80, -0.21], [-0.49, 0.32, 0.58], [-0.51, 1.56, -0.12], [-0.83, 2.67, 0.70], [-0.20, -2.02, 0.53], [-0.62, 0.15, -2.00], [-1.32, -1.41, -1.74], [0.37, -1.33, -2.29], [1.26, -0.63, -0.23], [0.01, 0.39, 1.53], [-1.59, 0.00, 0.68], [-0.52, 3.63, 0.25], [-0.38, 2.56, 1.70], [-1.89, 2.72, 0.85], [0.10, -2.01, 1.51], [0.28, -2.79, 0.12], [-3.54, -2.57, 2.62], [-4.12, -2.44, 1.15], [-4.33, -0.99, 0.70], [-4.87, -0.01, 1.58], [-5.56, 1.22, 1.16], [-3.20, -3.12, 0.23], [-4.01, -1.89, 3.34], [-2.41, -2.44, 2.66], [-3.70, -3.58, 2.98], [-5.11, -2.90, 1.11], [-4.96, -1.00, -0.20], [-3.32, -0.65, 0.33], [-5.64, 1.84, 2.09], [-6.57, 1.08, 0.84], [-4.99, 1.77, 0.43], [-2.25, -2.84, 0.44], [-3.37, -4.15, 0.38]],
  "total_charge": 0,
  "spin_multiplicity": 1,
  "e_tot_ev": -71361.8233,
  "e_lumo_ev": 0.42,
  "largest_force_ev_per_a": 2.9,
  "orbital_gap_ev": 9.3093
}

Entry 3:
{
  "formula": "C34H101N7O13",
  "method": "ωB97M-V with the def2-TZVPD basis set",
  "elements": ["C", "O", "H", "H", "H", "H", "C", "O", "H", "H", "H", "H", "C", "O", "H", "H", "H", "H", "C", "O", "H", "H", "H", "H", "C", "O", "H", "H", "H", "H", "C", "O", "H", "H", "H", "H", "C", "C", "C", "O", "C", "N", "H", "H", "H", "H", "H", "H", "H", "H", "H", "H", "H", "C", "C", "C", "O", "C", "N", "H", "H", "H", "H", "H", "H", "H", "H", "H", "H", "H", "C", "C", "C", "O", "C", "N", "H", "H", "H", "H", "H", "H", "H", "H", "H", "H", "H", "C", "C", "C", "O", "C", "N", "H", "H", "H", "H", "H", "H", "H", "H", "H", "H", "H", "C", "C", "C", "O", "C", "N", "H", "H", "H", "H", "H", "H", "H", "H", "H", "H", "H", "C", "C", "C", "O", "C", "N", "H", "H", "H", "H", "H", "H", "H", "H", "H", "H", "H", "C", "C", "C", "O", "C", "N", "H", "H", "H", "H", "H", "H", "H", "H", "H", "H", "H"],
  "positions_angstrom": [[1.91, 1.18, 5.38], [0.78, 1.86, 4.86], [2.12, 1.41, 6.43], [1.74, 0.10, 5.31], [2.81, 1.36, 4.76], [0.88, 2.82, 5.02], [-1.78, -0.44, -4.94], [-2.62, 0.23, -4.03], [-1.74, 0.02, -5.92], [-0.76, -0.51, -4.53], [-2.19, -1.45, -5.11], [-2.73, -0.34, -3.23], [-5.71, 3.09, 1.73], [-6.34, 3.54, 0.50], [-5.79, 2.00, 1.77], [-4.66, 3.37, 1.84], [-6.25, 3.45, 2.62], [-6.48, 4.48, 0.55], [-4.78, 1.47, -2.12], [-4.70, 2.85, -1.77], [-5.80, 1.15, -2.33], [-4.16, 1.29, -3.00], [-4.32, 0.84, -1.34], [-5.19, 3.00, -0.94], [1.09, -3.01, -3.41], [0.39, -3.00, -2.21], [1.92, -3.72, -3.36], [0.47, -3.21, -4.29], [1.50, -2.01, -3.57], [0.58, -3.80, -1.72], [-6.31, -1.06, 0.61], [-6.17, -1.24, -0.82], [-5.50, -0.41, 0.96], [-7.26, -0.62, 0.89], [-6.21, -2.03, 1.11], [-6.95, -0.83, -1.20], [-5.03, -2.92, -3.74], [-4.51, -4.09, -2.93], [-3.16, -4.54, -3.47], [-3.36, -5.00, -4.79], [-2.15, -5.29, -5.44], [-4.31, -3.72, -1.50], [-5.09, -3.23, -4.79], [-4.37, -2.05, -3.76], [-6.01, -2.61, -3.38], [-5.20, -4.92, -3.10], [-2.76, -5.37, -2.87], [-2.46, -3.69, -3.54], [-1.54, -4.38, -5.52], [-2.40, -5.68, -6.42], [-1.56, -6.02, -4.87], [-4.69, -4.43, -0.88], [-4.87, -2.88, -1.33], [4.61, 0.01, 3.16], [3.76, -1.08, 3.74], [2.29, -0.87, 3.42], [1.87, 0.42, 3.80], [0.59, 0.80, 3.34], [4.24, -2.42, 3.31], [4.62, -0.08, 2.07], [5.59, 0.13, 3.62], [4.15, 1.00, 3.29], [3.82, -1.03, 4.84], [1.69, -1.64, 3.96], [2.10, -1.11, 2.35], [-0.12, -0.04, 3.25], [0.60, 1.22, 2.33], [0.20, 1.53, 4.04], [3.57, -3.14, 3.55], [4.24, -2.43, 2.29], [4.20, 2.62, 0.58], [5.17, 1.73, -0.20], [4.42, 0.90, -1.21], [3.68, -0.16, -0.63], [2.31, 0.04, -0.60], [6.14, 2.64, -0.87], [4.65, 3.14, 1.44], [3.42, 2.00, 1.04], [3.75, 3.40, -0.03], [5.68, 1.14, 0.56], [5.12, 0.50, -1.96], [3.76, 1.58, -1.78], [1.92, 0.31, -1.59], [2.01, 0.81, 0.11], [1.85, -0.92, -0.35], [6.89, 2.09, -1.30], [5.70, 3.03, -1.71], [-0.41, -7.51, -2.19], [1.06, -7.43, -1.82], [1.28, -6.86, -0.46], [0.88, -5.55, -0.47], [1.01, -4.95, 0.77], [1.66, -8.76, -1.91], [-0.89, -6.54, -2.07], [-0.89, -8.25, -1.54], [-0.52, -7.82, -3.23], [1.51, -6.74, -2.57], [2.32, -6.93, -0.11], [0.72, -7.51, 0.24], [2.04, -5.07, 1.14], [0.34, -5.40, 1.52], [0.79, -3.89, 0.71], [2.68, -8.66, -1.91], [1.47, -9.15, -2.83], [-1.76, -1.58, 0.72], [-2.35, -0.75, -0.42], [-1.59, 0.54, -0.58], [-1.44, 1.25, 0.65], [-2.64, 1.82, 1.06], [-2.31, -1.47, -1.69], [-1.92, -1.11, 1.70], [-0.69, -1.72, 0.55], [-2.29, -2.53, 0.85], [-3.41, -0.54, -0.24], [-2.10, 1.19, -1.31], [-0.60, 0.40, -1.01], [-3.32, 1.07, 1.50], [-3.10, 2.36, 0.22], [-2.46, 2.52, 1.87], [-2.90, -2.33, -1.63], [-1.38, -1.88, -1.84], [2.16, 3.38, -0.36], [1.72, 4.44, -1.34], [0.64, 3.88, -2.24], [1.17, 2.80, -2.98], [0.22, 2.19, -3.84], [1.16, 5.59, -0.60], [2.83, 3.76, 0.41], [2.74, 2.60, -0.86], [1.31, 2.88, 0.11], [2.57, 4.72, -1.97], [0.26, 4.64, -2.94], [-0.22, 3.55, -1.63], [0.69, 1.27, -4.19], [0.02, 2.81, -4.73], [-0.72, 1.95, -3.35], [0.35, 5.24, -0.09], [0.79, 6.27, -1.27], [1.90, 4.62, 2.99], [2.45, 4.90, 4.37], [3.04, 6.29, 4.43], [3.41, 6.59, 5.74], [4.21, 7.75, 5.85], [1.33, 4.75, 5.40], [2.73, 4.45, 2.32], [1.30, 5.45, 2.60], [1.22, 3.76, 3.00], [3.19, 4.16, 4.66], [2.35, 7.04, 4.00], [3.91, 6.29, 3.74], [5.14, 7.66, 5.27], [4.51, 7.84, 6.89], [3.67, 8.64, 5.52], [1.71, 5.11, 6.28], [0.58, 5.40, 5.15]],
  "total_charge": 0,
  "spin_multiplicity": 1,
  "e_tot_ev": -73926.3618,
  "e_lumo_ev": 0.47,
  "largest_force_ev_per_a": 16.7,
  "orbital_gap_ev": 6.5883
}